C11H11IN2 | the ωB97M-V functional and the def2-TZVPD basis

Output
2S+1 = 1
E_HOMO = -0.313 hartree
HOMO-LUMO gap = 8.438 eV
Energy above the lowest of the compared OMol25 structures with the same formula, charge and spin = 2.911 eV
SMILES string = CC1(C)N=NC(c2ccccc2)=C1I
Lowest unoccupied orbital energy = -0.087 eV

Each line ends with the Löwdin charge.
Geometry (Å):
1 C -1.9995 2.9788 -2.2722  -0.08
2 C -0.6338 2.7468 -2.5026  -0.08
3 C -2.6566 2.3489 -1.1838  -0.08
4 C 0.0409 1.8590 -1.7005  -0.05
5 C -1.9805 1.3603 -0.5040  -0.07
6 C -0.6607 1.0646 -0.7898  -0.20
7 C -0.0660 0.0369 0.0695  -0.20
8 C 1.1672 -0.5642 0.2485  -0.56
9 C 0.8984 -1.7309 1.1593  -0.66
10 C 1.2217 -3.1173 0.6875  -0.02
11 C 1.6031 -1.5880 2.5462  -0.03
12 N -1.0234 -0.7192 0.8435  0.09
13 N -0.4764 -1.6548 1.3816  0.05
14 I 3.1220 -0.2979 -0.4833  0.92
15 H -2.6055 3.5314 -2.8715  0.06
16 H -0.0400 3.4638 -3.1277  0.12
17 H -3.7180 2.8104 -0.8802  0.15
18 H 1.0773 1.5586 -1.8511  0.07
19 H -2.3956 0.8107 0.4389  0.14
20 H 0.8086 -3.6093 1.4898  0.07
21 H 2.2246 -3.2485 0.7179  0.05
22 H 0.8022 -3.4230 -0.1732  0.06
23 H 1.2651 -2.2776 3.4033  0.12
24 H 1.3047 -0.6383 2.8711  0.06
25 H 2.7202 -1.7013 2.4828  0.09

Atomic forces in eV per Å
1.1 -2.3 2.4
0.0 1.8 -0.1
-1.5 1.7 -0.6
0.4 -1.8 0.0
-1.5 -0.6 2.7
0.5 0.6 0.5
2.0 -0.8 -0.6
-1.2 0.6 -0.4
2.2 0.4 0.3
-0.7 1.9 1.5
0.4 -1.4 0.8
-0.3 1.4 -1.0
-1.4 -2.1 2.2
-1.0 0.2 0.2
-1.1 2.1 -1.7
-0.8 -1.1 0.1
2.4 -1.7 -0.7
0.0 0.7 -0.1
0.4 1.3 -2.2
-0.9 -2.1 1.5
3.2 -0.5 -0.2
-1.5 -0.8 -3.1
0.2 0.5 -1.8
0.2 1.7 0.8
-1.1 0.4 -0.2